ORCA calculation (ωB97M-V with the def2-TZVPD basis set) on C6H10N2 in the gas phase in a non-equilibrium geometry.

Its LUMO energy is 0.0377 Eh.

Cartesian coordinates (Å):
C: 0.015 0.893 0.529
C: -1.438 1.205 0.715
C: -1.289 0.001 0.032
C: 0.459 -1.308 -0.490
C: 0.752 0.192 -0.639
C: 1.299 0.585 -1.790
H: 1.253 -0.586 1.521
H: 0.803 0.867 2.451
H: -1.734 2.104 0.284
H: -1.576 1.103 1.746
H: -1.237 0.069 -1.065
H: -0.976 -1.683 1.177
H: 1.163 -2.158 -0.046
H: 0.219 -1.453 -1.614
H: 1.393 -0.156 -2.680
H: 1.376 1.607 -2.101
N: 0.448 0.165 1.805
N: -0.928 -1.446 0.164

Atomic partial charges in e from the Löwdin method, atoms 1 to 2: atom 1 (C): -0.250, atom 2 (C): -0.064

***

ORCA calculation (ωB97M-V with the def2-TZVPD basis set) on 2 unconnected molecules or ions with the total composition C34H30BF10N2O8P in a non-equilibrium geometry.

Its LUMO energy is -0.0981 Eh.

Cartesian coordinates (Å):
C: 2.911 -0.570 4.601
C: 2.386 -1.982 4.704
C: 1.979 -2.765 3.297
C: 1.939 -1.726 1.986
C: 0.642 -0.701 1.733
B: -0.538 -0.838 2.897
O: -0.636 0.073 4.090
O: -1.562 -1.899 2.696
C: 0.541 0.319 0.411
C: -0.739 1.300 0.210
F: -1.100 2.113 1.434
F: -0.681 2.295 -0.871
C: -2.042 0.320 -0.168
C: -1.756 -0.878 -1.256
C: -3.057 -1.821 -1.674
C: -4.498 -1.502 -0.958
C: -4.760 -0.296 0.149
C: -6.230 -0.038 0.833
F: -7.181 0.556 -0.135
F: -6.746 -1.365 1.319
F: -6.060 0.804 2.061
C: -3.480 0.663 0.539
C: 1.848 0.200 -0.627
P: 1.947 1.206 -2.259
N: 2.515 2.674 -1.868
C: 3.149 -0.785 -0.347
C: 3.216 -1.763 0.973
C: 4.568 -2.733 1.144
O: 5.191 -2.957 2.304
C: 5.106 -3.337 -0.323
C: 5.674 -4.872 -0.317
O: 5.303 -5.649 0.912
N: 4.150 -6.275 0.513
O: 3.803 -7.105 1.338
C: 5.037 -2.443 -1.550
C: 5.507 -3.009 -3.052
F: 6.994 -3.093 -3.148
F: 4.831 -4.316 -3.394
C: 5.002 -1.979 -4.271
C: 3.418 -2.229 -4.746
C: 2.692 -1.372 -5.943
C: 3.645 -0.212 -6.681
C: 5.214 0.062 -6.180
C: 6.011 1.251 -7.028
F: 5.711 0.951 -8.478
F: 5.346 2.544 -6.676
F: 7.467 1.227 -6.763
C: 5.933 -0.816 -4.951
C: 4.477 -0.875 -1.361
O: 5.074 0.192 -1.909
H: 4.078 -0.367 4.595
H: 2.095 0.272 4.523
H: 2.314 -2.525 5.761
H: 2.818 -3.604 3.162
H: 0.965 -3.387 3.398
H: -1.365 -0.329 4.654
H: -1.210 -2.609 2.082
H: -0.673 -1.014 -1.723
H: -2.870 -2.675 -2.454
H: -5.423 -2.174 -1.242
H: -3.592 1.557 1.287
H: 0.630 1.260 -2.896
H: 2.814 0.482 -3.199
H: 2.646 2.704 -0.813
H: 5.336 -5.541 -1.214
H: 6.867 -4.843 -0.304
H: 2.751 -3.065 -4.217
H: 1.589 -1.610 -6.257
H: 3.138 0.380 -7.565
H: 7.037 -0.614 -4.595
C: -8.947 6.108 3.992
O: -8.345 4.914 4.481
C: -8.219 3.915 3.463
C: -6.786 3.843 2.930
O: -6.436 5.034 2.217
C: -5.626 5.909 2.994
H: -8.815 6.891 4.743
H: -8.488 6.442 3.058
H: -10.018 5.946 3.840
H: -8.934 4.093 2.651
H: -8.471 2.955 3.926
H: -6.717 3.014 2.217
H: -6.073 3.649 3.740
H: -4.610 5.505 3.065
H: -6.033 6.060 3.997
H: -5.583 6.877 2.488

Atomic partial charges in e from the Löwdin method, atoms 1 to 2: atom 1 (C): -0.034, atom 2 (C): -0.128

***

Record order is preserved below.
Energy: -9358.1548, -92203.5377 eV
Record order is preserved below.
Energy above the lowest of the compared OMol25 structures with the same formula, charge and spin: 144.9, 451.0 kcal/mol
Record order is preserved below.
Orbital gap: 9.01, 5.09 eV